No. 1
C2H2O2P2 | the ωB97M-V functional and the def2-TZVPD basis

Summary:
E_LUMO (alpha / beta) ... -0.64 / -2.26 eV
Largest force on an atom ... 2.83 eV Å⁻¹
HOMO (alpha / beta) ... -7.83 / -9.81 eV
E ... -910.44089 hartree
Orbital gap (alpha / beta) ... 7.2 / 7.6 eV
Spin multiplicity ... 3
Total charge ... 0

Each line ends with the Mulliken spin population.
CARTESIAN COORDINATES (ANGSTROEM)
C1 -1.0500 1.4021 0.3616  0.2959
C2 -0.4550 0.8797 -0.7517  0.2208
O1 -0.9523 1.8446 1.4406  0.2462
O2 -0.5855 0.9228 -1.9526  0.3300
P1 -0.1434 -0.9552 -0.0340  0.1526
P2 1.6728 -1.6981 0.5555  0.7518
H1 -0.2453 -1.5429 -1.2923  0.0033
H2 1.7588 -0.8530 1.6730  -0.0005

Forces on atoms 1 to 2 (eV/Å):
C 0.453 1.867 2.073
C 0.051 -2.480 -0.861



No. 2
C41H62AuBrN2O2PS2Si | the ωB97M-V functional and the def2-TZVPD basis

Summary:
E_LUMO (alpha / beta) ... -2.87 / -4.81 eV
Largest force on an atom ... 0.38 eV Å⁻¹
HOMO (alpha / beta) ... -10.22 / -10.75 eV
E ... -5996.29873 hartree
Relative energy (zero: lowest compared OMol25 entry of this formula, charge and spin) ... 0.019 eV
Orbital gap (alpha / beta) ... 7.3 / 5.9 eV
Spin multiplicity ... 3
Total charge ... +1

Each line ends with the Mulliken spin population.
CARTESIAN COORDINATES (ANGSTROEM)
Au1 0.9364 0.4797 -2.2957  0.3501
C1 4.4662 -2.0849 -4.2827  0.0107
C2 3.3600 -1.0444 -4.1385  0.0216
C3 2.5121 -0.9189 -5.4135  -0.0024
P1 2.2519 -1.3424 -2.7086  0.1321
C4 3.2113 -2.0198 -1.3123  0.0146
C5 4.2785 -1.0173 -0.8621  -0.0013
C6 2.2624 -2.3918 -0.1649  0.0067
C7 1.0929 -2.6403 -3.1943  0.0740
C8 1.4909 -3.9521 -3.3873  -0.0119
C9 0.5904 -4.9439 -3.7791  0.1196
C10 1.0323 -6.3645 -3.9911  -0.0101
C11 -0.7488 -4.5740 -3.9896  -0.0616
C12 -1.1759 -3.2864 -3.7862  0.1824
C13 -0.2666 -2.2864 -3.3562  0.0390
N1 -0.6564 -1.0064 -3.1515  0.5561
C14 -1.9891 -0.6463 -2.9618  0.0366
C15 -2.7769 -1.2447 -1.9573  0.0740
C16 -2.2393 -2.3341 -1.0565  0.0255
C17 -4.0534 -0.7434 -1.7588  -0.0543
C18 -4.5735 0.2948 -2.5273  0.0778
C19 -5.9646 0.8187 -2.2840  -0.0049
C20 -3.7698 0.8565 -3.5160  -0.0395
C21 -2.4808 0.4175 -3.7413  0.0904
C22 -1.6297 0.9999 -4.8434  -0.0147
H1 5.0818 -1.8242 -5.1448  0.0008
H2 4.0567 -3.0815 -4.4659  -0.0004
H3 5.1194 -2.1309 -3.4106  0.0004
H4 3.7991 -0.0691 -3.9273  0.0133
H5 2.1192 -1.8922 -5.7150  -0.0021
H6 3.1284 -0.5347 -6.2284  0.0001
H7 1.6681 -0.2346 -5.2837  -0.0005
H8 3.6953 -2.9207 -1.6932  0.0027
H9 3.8155 -0.1672 -0.3603  0.0029
H10 4.8810 -0.6323 -1.6888  -0.0008
H11 4.9549 -1.5005 -0.1537  -0.0003
H12 1.6620 -1.5312 0.1439  -0.0045
H13 2.8440 -2.7117 0.7039  -0.0001
H14 1.5859 -3.2044 -0.4359  -0.0044
H15 2.5310 -4.2252 -3.2316  0.0035
H16 2.0926 -6.4936 -3.7781  -0.0012
H17 0.8497 -6.6749 -5.0226  0.0128
H18 0.4675 -7.0416 -3.3480  0.0126
H19 -1.4586 -5.3232 -4.3249  0.0017
H20 -2.2076 -3.0070 -3.9659  0.0035
H21 -1.1953 -2.1541 -0.7875  -0.0075
H22 -2.2967 -3.3215 -1.5223  -0.0036
H23 -2.8147 -2.3699 -0.1307  0.0009
H24 -4.6616 -1.1686 -0.9632  0.0017
H25 -6.5561 0.1192 -1.6961  0.0006
H26 -6.4820 1.0064 -3.2256  0.0033
H27 -5.9265 1.7670 -1.7411  0.0081
H28 -4.1611 1.6674 -4.1253  0.0031
H29 -2.1804 1.7572 -5.3986  0.0009
H30 -1.3052 0.2243 -5.5413  0.0019
H31 -0.7251 1.4732 -4.4531  0.0136
C23 2.2647 1.7254 3.6871  -0.0453
C24 1.6499 0.4126 4.1967  0.0082
C25 1.9684 0.2870 5.7007  -0.0002
C26 2.3644 -0.7223 3.4368  -0.0002
Si1 -0.2455 0.3593 3.9229  -0.0066
Br1 -0.4987 -0.1512 1.7116  0.0001
C27 -1.0996 2.0592 4.1106  -0.0004
C28 -0.7124 2.6969 5.4620  0.0000
C29 -2.6291 1.9104 4.0651  0.0003
C30 -0.7134 3.0262 2.9767  0.0044
C31 -1.1171 -1.0804 4.8437  -0.0002
C32 -0.2629 -2.3587 4.7726  0.0000
C33 -2.4822 -1.4354 4.2282  -0.0002
C34 -1.3400 -0.7155 6.3272  0.0001
H32 3.3570 1.6561 3.7794  -0.0003
H33 1.9462 2.5949 4.2643  -0.0001
H34 2.0342 1.8978 2.6325  0.0353
H35 3.0456 0.4270 5.8530  0.0000
H36 1.7094 -0.6947 6.1001  -0.0001
H37 1.4536 1.0422 6.3020  0.0002
H38 3.4161 -0.7512 3.7568  0.0000
H39 2.3450 -0.5383 2.3592  -0.0003
H40 1.9353 -1.7082 3.6165  -0.0001
H41 -0.9374 2.0479 6.3117  0.0000
H42 -1.2825 3.6247 5.6003  0.0000
H43 0.3473 2.9581 5.5104  0.0001
H44 -3.0213 1.3840 4.9372  0.0000
H45 -2.9652 1.3922 3.1628  0.0000
H46 -3.0798 2.9110 4.0612  0.0000
H47 0.3568 3.2306 2.9330  -0.0006
H48 -1.2263 3.9817 3.1444  0.0005
H49 -1.0274 2.6451 2.0027  -0.0027
H50 -0.0440 -2.6428 3.7390  -0.0001
H51 -0.8251 -3.1823 5.2289  0.0000
H52 0.6797 -2.2698 5.3159  0.0000
H53 -2.3873 -1.7622 3.1906  0.0000
H54 -3.1960 -0.6134 4.2604  0.0000
H55 -2.9113 -2.2661 4.8034  0.0000
H56 -0.4132 -0.4521 6.8425  0.0000
H57 -1.7719 -1.5779 6.8496  0.0000
H58 -2.0408 0.1148 6.4436  0.0000
O1 -2.2913 3.2752 -2.6415  0.0029
S1 -0.8915 3.5357 -2.7495  0.0024
O2 -0.2916 3.6943 -4.0398  -0.0008
N2 -0.0155 2.3620 -1.9094  0.0105
C35 0.7094 2.8785 -0.9352  0.0150
S2 1.8568 1.8782 -0.2055  0.3205
C36 0.4443 4.3069 -0.6765  -0.0176
C37 0.9322 5.1089 0.3365  0.0074
C38 0.5317 6.4398 0.3616  0.0026
C39 -0.3264 6.9487 -0.6111  -0.0008
C40 -0.8188 6.1418 -1.6310  0.0017
C41 -0.4156 4.8223 -1.6339  -0.0039
H59 1.6028 4.7024 1.0848  -0.0050
H60 0.8921 7.0925 1.1477  -0.0001
H61 -0.6195 7.9916 -0.5731  0.0000
H62 -1.4838 6.5342 -2.3912  -0.0001

Forces on atoms 1 to 2 (eV/Å):
Au -0.088 -0.143 0.341
C 0.016 -0.046 -0.099



No. 3
C29H41Br57NO2S | the ωB97M-V functional and the def2-TZVPD basis

Summary:
E_LUMO ... -3.61 eV
Largest force on an atom ... 8.54 eV Å⁻¹
HOMO ... -11.34 eV
E ... -148451.09004 hartree
Orbital gap ... 7.7 eV
Spin multiplicity ... 1
Total charge ... +1

Each line ends with the Mulliken charge.
CARTESIAN COORDINATES (ANGSTROEM)
C1 -0.7332 -1.5386 -1.3217  -0.7928
C2 -0.7965 -0.2853 -2.4278  0.1888
C3 -2.3742 0.1482 -2.5124  0.3480
O1 -2.7084 1.1307 -3.5469  -0.2906
S1 -1.8595 2.5929 -3.3932  0.5788
C4 -0.2843 2.4465 -4.4657  0.0979
C5 -0.6356 2.3888 -6.0896  1.1384
C6 0.8345 2.2511 -6.8693  -1.0509
C7 -1.5136 1.0787 -6.5346  -0.4239
N1 -1.2563 2.8796 -1.7762  0.3007
C8 -2.3873 3.1025 -0.7721  -0.7375
C9 -0.6026 4.2744 -1.8776  0.2477
C10 0.9798 4.5881 -1.5970  -0.7272
O2 -1.3862 5.3064 -2.2760  -0.5081
H1 -1.3387 -2.4460 -1.7625  0.1101
H2 0.3624 -1.7936 -0.9982  0.1666
H3 -1.3603 -1.1742 -0.3735  0.2591
H4 -0.3893 -0.7152 -3.4368  0.0861
H5 -0.0721 0.5348 -2.0133  0.2170
H6 -2.9707 -0.8466 -2.7983  -0.6044
H7 -2.7188 0.4176 -1.4266  0.1613
H8 0.3913 3.4226 -4.3390  -0.1626
H9 0.3963 1.5471 -4.1553  0.2961
H10 -1.1374 3.3685 -6.4872  -0.8157
H11 1.4065 1.3234 -6.3951  0.3123
H12 0.6136 1.9287 -7.9968  0.3203
H13 1.4720 3.2395 -6.8051  0.2649
H14 -1.0360 0.0428 -6.1926  0.1655
H15 -1.5407 1.0513 -7.7249  0.0189
H16 -2.6423 1.1931 -6.2001  0.1808
H17 -2.2777 2.2145 0.0184  0.2817
H18 -2.2892 4.0902 -0.1525  0.3385
H19 -3.4141 2.9541 -1.3137  0.3105
H20 1.2463 4.7626 -0.4485  0.1613
H21 1.7299 3.8283 -2.1197  0.2258
H22 1.2067 5.6389 -2.1160  0.2329
C11 -5.7749 -2.1917 -3.7888  -0.4355
Br1 -4.3903 -1.3610 -4.8739  0.0336
Br2 -6.6052 -3.6953 -4.7018  -0.0321
Br3 -5.1135 -2.6895 -2.0283  0.0290
H23 -6.5558 -1.4395 -3.6361  0.4382
C12 2.0500 -4.5964 -1.8814  0.3836
Br4 3.2950 -3.5627 -2.9610  -0.0686
Br5 2.1351 -4.0992 -0.0028  0.1355
Br6 0.2351 -4.4969 -2.5749  0.0245
H24 2.3612 -5.6441 -1.9494  -0.3828
C13 1.1923 -4.0256 4.3797  -0.3301
Br7 2.4374 -2.9919 3.3001  0.0650
Br8 1.2775 -3.5284 6.2583  0.0337
Br9 -0.6226 -3.9260 3.6861  -0.0205
H25 1.5035 -5.0732 4.3117  0.3150
C14 -6.9286 -5.5938 0.6472  -0.3167
Br10 -7.3644 -6.0670 -1.1886  0.0003
Br11 -5.0125 -5.3769 0.9035  0.0091
Br12 -7.9204 -4.0313 1.2469  -0.0414
H26 -7.2425 -6.4328 1.2769  0.3456
C15 3.4936 -8.4607 0.1528  -0.3140
Br13 2.3913 -7.6034 1.5072  -0.0244
Br14 3.7993 -10.3399 0.5515  -0.0132
Br15 2.7701 -8.2085 -1.6353  -0.0420
H27 4.4703 -7.9660 0.1753  0.3186
C16 -5.1915 -9.7595 -0.1220  -0.3199
Br16 -3.9464 -8.7257 -1.2016  0.0143
Br17 -5.1063 -9.2623 1.7566  -0.0241
Br18 -7.0063 -9.6599 -0.8155  -0.0269
H28 -4.8802 -10.8071 -0.1900  0.3453
C17 6.1711 -9.1071 -3.8142  -0.3575
Br19 5.3097 -7.8452 -5.0184  -0.0023
Br20 6.5148 -8.3220 -2.0680  -0.0009
Br21 5.1737 -10.7717 -3.6758  0.0031
H29 7.1444 -9.3529 -4.2515  0.3693
C18 5.4258 -3.7828 6.7852  -0.2328
Br22 6.8103 -2.9521 5.7002  -0.0015
Br23 4.5955 -5.2865 5.8722  -0.0069
Br24 6.0872 -4.2806 8.5457  -0.0234
H30 4.6449 -3.0306 6.9379  0.2502
C19 2.9494 6.5345 2.2829  0.3491
Br25 2.5256 5.0010 3.4024  0.0421
Br26 4.3386 6.1217 0.9854  0.0235
Br27 1.3619 7.2715 1.4338  -0.0211
H31 3.3490 7.3115 2.9430  -0.3469
C20 5.2234 9.0528 5.1091  -0.4072
Br28 4.7996 7.5194 6.2285  0.0236
Br29 6.6126 8.6400 3.8116  -0.0035
Br30 3.6358 9.7899 4.2599  -0.0354
H32 5.6229 9.8299 5.7691  0.3919
C21 -2.6761 6.1813 -5.7250  -0.1210
Br31 -2.0813 5.5892 -7.4799  -0.0278
Br32 -3.6750 7.8476 -5.8233  -0.0215
Br33 -3.6719 4.7945 -4.7923  0.0189
H33 -1.7768 6.3819 -5.1334  0.1600
C22 5.0956 -0.8060 1.4242  -0.0448
Br34 4.6598 -1.2792 -0.4117  0.0446
Br35 7.0116 -0.5891 1.6804  -0.0220
Br36 4.1037 0.7565 2.0238  0.0298
H34 4.7817 -1.6450 2.0538  -0.0626
C23 -2.0016 -1.6350 8.4068  0.2661
Br37 -2.6423 -1.4371 6.5807  -0.0196
Br38 -2.2232 -3.4544 9.0585  0.1120
Br39 -0.1680 -1.0147 8.6017  -0.0225
H35 -2.6254 -0.9917 9.0360  -0.2949
C24 0.1617 10.1151 -6.7004  -0.3733
Br40 -0.9407 10.9724 -5.3461  -0.0069
Br41 0.4674 8.2359 -6.3018  0.0729
Br42 -0.5618 10.3673 -8.4886  -0.0027
H36 1.1383 10.6098 -6.6779  0.3431
C25 4.3325 5.6025 -3.1342  -0.2095
Br43 2.9068 5.0970 -4.3573  0.0849
Br44 5.3264 4.0546 -2.5017  0.0131
Br45 5.5048 6.9494 -3.9062  -0.0177
H37 3.8566 6.0566 -2.2587  0.1422
C26 -3.0311 1.3481 11.9068  -0.3414
Br46 -4.3530 0.4764 10.7767  -0.0497
Br47 -1.5074 0.1922 12.2622  -0.0132
Br48 -2.4815 3.0682 11.1831  0.0455
H38 -3.5139 1.5458 12.8696  0.3550
C27 0.2481 5.7834 9.6723  -0.2708
Br49 1.2617 6.2689 8.0844  0.0311
Br50 1.2863 6.0332 11.2982  0.0001
Br51 -1.4589 6.7130 9.7536  -0.0261
H39 0.0264 4.7139 9.5955  0.2505
C28 -2.1656 -7.4954 10.1094  -0.3645
Br52 -1.1520 -7.0099 8.5216  0.0129
Br53 -1.1274 -7.2457 11.7353  -0.0015
Br54 -3.8726 -6.5658 10.1907  -0.0307
H40 -2.3873 -8.5650 10.0327  0.3514
C29 -2.7088 -0.3331 -11.0597  -0.3405
Br55 -3.2542 -0.6910 -9.2271  0.0194
Br56 -1.8288 1.3933 -11.2290  -0.0271
Br57 -1.6219 -1.7739 -11.7859  -0.0010
H41 -3.6222 -0.2869 -11.6620  0.3510

Forces on atoms 1 to 2 (eV/Å):
C -1.423 1.030 0.037
C 0.222 -1.166 0.837